Entry 1:
Below is a single C3H9Br2NSi molecule at a distorted geometry, with properties calculated with wB97M-V/def2-TZVPD.

XYZ file:
```
16
Properties=species:S:1:pos:R:3:forces:R:3
C 1.677001 0.755329 -0.894128 -2.191 0.298 0.452
C 0.677115 0.831476 0.385463 -0.456 0.511 -2.823
N -0.387169 -0.151340 0.518014 -1.520 -1.087 -1.759
C 0.035913 -1.402407 1.261447 -1.067 0.520 -3.559
Si -1.872649 -0.051550 -0.819934 2.320 0.391 4.132
Br -3.192854 -1.668176 -0.109310 -0.049 0.026 -0.338
Br -2.647280 1.934602 -0.094733 -0.075 -0.350 -0.507
H 1.134324 0.740934 -1.870827 0.124 -0.294 0.803
H 2.284676 1.627022 -0.962071 0.338 1.072 0.303
H 2.386251 -0.026563 -0.856058 0.444 -1.321 0.096
H 1.269541 0.775377 1.269109 0.417 0.388 0.785
H 0.116238 1.787170 0.265149 0.912 -0.222 0.465
H 0.452273 -1.170773 2.190679 0.508 0.566 1.482
H -0.819583 -2.042390 1.337292 -0.521 -0.238 0.494
H 0.734983 -1.975339 0.654879 0.483 -0.055 0.113
H -1.848784 0.036632 -2.274972 0.332 -0.205 -0.140
```
Forces are in eV/Å.

Gap between HOMO and LUMO: 9.19 eV
2S+1: 1
SMILES string: CCN(C)[SiH](Br)Br

Taken from the Löwdin analysis, the atomic charges in e are:
1. C -0.074
2. C -0.317
3. N -0.333
4. C -0.129
5. Si -0.129
6. Br 0.339
7. Br 0.293
8. H 0.066
9. H 0.042
10. H 0.036
11. H 0.089
12. H 0.051
13. H 0.057
14. H 0.008
15. H 0.073
16. H -0.075


Entry 2:
Below is 6 unconnected molecules or ions with the total composition C40H100F2N6O9S2 at a distorted geometry, with properties calculated with wB97M-V/def2-TZVPD.

XYZ file:
```
159
Properties=species:S:1:pos:R:3:forces:R:3
C -3.787426 0.056517 4.850265 -0.405 -1.610 -0.939
C -2.761676 -0.650112 3.917347 0.044 0.123 1.232
N -2.257692 -2.075813 4.339588 -0.067 -0.083 0.302
C -1.428008 -2.632257 3.172490 0.050 1.325 1.346
C -1.430031 -1.922734 5.681394 -1.899 0.145 -0.839
C -0.138003 -1.169845 5.558305 0.095 -0.537 0.494
C -3.430699 -3.042429 4.617581 -0.368 0.426 -0.269
C -3.023459 -4.514022 4.837398 -1.288 0.701 2.044
O -2.803998 -5.070681 3.640463 1.907 -1.947 -2.297
C -3.848733 -5.771787 2.986237 -0.730 1.693 -0.803
H -4.718318 -0.510552 4.849919 -0.266 0.285 -0.184
H -3.936488 1.007142 4.338224 -0.247 0.137 0.542
H -3.553456 0.153026 5.910478 0.591 0.339 -0.285
H -1.960716 0.088634 3.888286 0.916 -0.834 0.129
H -3.079225 -0.674053 2.874903 -0.445 -0.520 0.133
H -0.710589 -1.816745 3.081054 0.348 -0.617 -0.644
H -2.037994 -2.724322 2.273855 -0.077 -0.009 0.243
H -0.974849 -3.579545 3.464729 -0.048 0.206 -0.100
H -1.296377 -2.916590 6.108575 0.155 0.014 -0.432
H -2.232320 -1.466105 6.260987 0.554 0.251 0.523
H 0.394326 -1.397357 6.481868 0.258 -0.087 -0.068
H -0.171476 -0.080490 5.541328 -0.312 -0.133 -0.498
H 0.403203 -1.628616 4.730830 0.454 0.518 0.119
H -3.994559 -2.966888 3.687815 -0.164 -0.321 -0.051
H -4.117910 -2.667616 5.376099 0.557 0.277 0.335
H -3.717858 -5.152389 5.383644 -1.290 0.736 0.057
H -2.257475 -4.648558 5.601118 1.146 0.312 -0.672
H -4.265335 -6.672982 3.436139 0.677 -0.141 0.109
H -3.539372 -5.823524 1.942338 0.379 -1.059 0.229
H -4.675449 -5.078776 2.830087 -0.603 0.152 0.548
C -4.855023 1.857587 0.974151 -0.174 0.738 -0.154
C -3.438149 2.279203 0.541182 0.902 -1.572 1.375
N -2.769371 3.460026 1.311491 -0.305 -1.204 -0.663
C -1.291759 3.567269 0.758244 -1.307 0.380 -0.022
C -3.553363 4.726745 0.986225 1.457 1.109 -0.089
C -3.685988 5.002693 -0.519995 -0.983 0.192 -0.395
C -2.818264 3.166243 2.872844 1.038 0.598 -0.624
C -1.989887 4.169318 3.691458 0.159 1.261 0.121
O -2.049682 3.914762 5.085439 -1.954 0.584 -0.666
C -1.112180 3.062969 5.616836 2.843 -1.071 -0.838
H -5.586604 2.657405 1.088954 0.228 0.313 0.086
H -4.820354 1.305829 1.913544 -0.005 0.049 -0.020
H -5.341604 1.222063 0.234244 0.463 -0.177 -0.147
H -3.197566 2.266767 -0.521867 -0.495 1.029 -0.001
H -2.820928 1.435375 0.849571 0.178 -0.027 0.170
H -1.322354 3.725118 -0.319826 -0.537 -0.200 0.020
H -0.726825 2.646705 0.904936 -0.287 0.244 0.487
H -0.824886 4.479310 1.130124 -0.027 -0.345 0.493
H -2.923975 5.475191 1.467688 -0.167 0.432 -0.255
H -4.487004 4.784061 1.545813 -0.089 -0.605 -0.282
H -2.803058 5.264454 -1.103100 0.446 -0.629 0.434
H -4.293687 5.867857 -0.785131 -0.206 0.412 1.018
H -4.293186 4.257510 -1.033908 0.433 -0.480 0.034
H -2.363540 2.197334 3.079118 -0.222 -0.249 -0.593
H -3.848708 3.194418 3.227066 -0.020 -0.014 -0.403
H -2.320650 5.193319 3.517857 -0.940 0.009 0.514
H -0.988215 4.355597 3.304103 0.655 -1.142 0.247
H -1.087803 2.803152 6.675134 -1.023 0.902 0.108
H -0.133511 3.479417 5.378366 0.446 0.188 0.374
H -1.025166 2.094250 5.124777 -0.638 -0.460 -0.408
C 4.425679 -0.015631 1.888964 0.152 0.037 0.520
C 4.439176 -0.399570 0.399162 -0.222 0.800 0.064
N 5.250851 0.564574 -0.561623 0.367 0.026 0.232
C 4.272165 1.754644 -0.883559 1.386 -0.825 -0.090
C 6.576214 1.082160 0.221608 -1.064 0.576 -0.150
C 7.522540 2.060409 -0.492642 -0.060 -1.934 -0.144
C 5.704014 -0.235841 -1.897845 -1.199 -0.184 0.719
C 4.544146 -0.529698 -2.894299 -0.996 1.188 1.044
O 3.362595 -1.020421 -2.254105 0.071 -0.024 0.121
C 2.090183 -0.793359 -2.902095 1.294 -1.163 -0.568
H 3.884176 -0.760571 2.472017 -0.165 -0.271 -0.545
H 3.895221 0.903403 2.138154 0.023 0.166 -0.486
H 5.362626 0.032845 2.443835 0.388 -0.049 -0.613
H 3.435342 -0.300522 -0.013894 0.041 -0.252 0.263
H 4.721718 -1.443039 0.259743 0.516 0.263 -0.180
H 3.396060 1.402196 -1.427912 0.380 -0.382 -0.172
H 4.873147 2.454930 -1.463663 -0.312 0.143 0.005
H 3.849011 2.222735 0.005216 0.644 -0.245 0.322
H 7.124219 0.220514 0.602850 -0.201 -0.369 -0.584
H 6.265611 1.573899 1.143463 -0.824 -0.054 -0.299
H 7.051643 2.846864 -1.082439 0.174 0.075 0.352
H 8.173722 1.434999 -1.103313 0.052 0.427 -0.506
H 8.177063 2.389624 0.314405 -0.139 0.625 -0.176
H 6.207182 -1.129585 -1.528868 -0.138 0.077 0.126
H 6.406704 0.323644 -2.515348 0.173 0.416 0.607
H 4.840824 -1.130600 -3.753951 0.346 -0.262 0.225
H 4.315393 0.465370 -3.275869 -0.205 0.205 -0.471
H 1.360548 -1.391155 -2.355870 -0.042 0.724 0.418
H 2.095560 -1.264614 -3.884938 0.204 0.096 -0.384
H 1.866401 0.263366 -3.048252 -0.181 0.059 0.465
C -3.245005 -3.599750 -1.919348 0.244 0.118 0.423
C -1.791395 -4.124536 -2.135147 -1.187 -0.685 0.091
N -1.435767 -5.430389 -1.313637 1.048 1.745 -0.119
C -1.299086 -5.018895 0.194699 -1.407 -0.743 -1.877
C -2.458697 -6.598089 -1.465502 -0.765 0.553 -0.236
C -2.823067 -6.988709 -2.919488 1.363 0.283 -0.126
C -0.091707 -5.908387 -1.828751 0.807 -0.825 0.580
C 1.242651 -5.138107 -1.643363 -0.370 -0.148 0.317
O 1.676701 -5.085411 -0.283003 -2.820 -0.036 -1.526
C 2.761605 -4.237961 -0.139658 0.559 -0.111 1.294
H -4.045805 -4.326994 -2.053271 0.351 -0.291 -0.390
H -3.467750 -2.763383 -2.581892 0.320 -0.194 -0.391
H -3.476778 -3.160484 -0.949077 0.623 -0.141 0.352
H -1.018222 -3.373039 -1.975273 -0.116 -0.093 0.835
H -1.641816 -4.341955 -3.192710 -0.283 -0.575 0.032
H -0.698924 -4.114001 0.289903 0.136 -0.342 -0.101
H -0.938392 -5.897693 0.729234 0.121 0.316 0.071
H -2.352971 -4.829992 0.399021 0.220 0.181 0.701
H -3.363498 -6.292753 -0.939947 0.097 0.291 0.065
H -2.059393 -7.429460 -0.884580 0.258 0.024 -0.227
H -1.907103 -7.343207 -3.392170 -0.053 -0.121 -0.220
H -3.183255 -6.170516 -3.543136 -0.059 0.222 0.332
H -3.535720 -7.800449 -3.065427 -0.057 0.028 0.792
H -0.269596 -6.164357 -2.873232 0.381 0.069 0.066
H 0.136786 -6.813199 -1.265557 -0.444 -0.371 -0.150
H 1.224756 -4.157989 -2.119951 0.004 0.334 0.179
H 2.023019 -5.722635 -2.130654 -0.291 -0.209 -0.739
H 3.636177 -4.840989 -0.383758 0.562 0.509 0.194
H 2.648414 -4.000589 0.918147 1.059 0.261 0.105
H 2.738720 -3.298671 -0.692220 -0.256 -0.042 -0.367
C 0.630371 2.209243 -6.985300 0.020 1.567 0.900
C 1.240723 2.232384 -5.559315 -0.289 -1.181 0.229
N 1.133867 3.475315 -4.671356 0.733 -0.059 0.437
C 1.756964 4.588388 -5.482694 -0.834 0.378 1.225
C -0.371064 3.901088 -4.365757 1.237 -1.468 -0.425
C -1.264288 2.702668 -3.809429 0.307 2.167 -1.756
C 1.969223 3.227700 -3.315727 -1.559 1.494 -0.204
C 2.206834 4.529368 -2.511039 1.632 0.635 -0.833
O 3.419434 5.195075 -2.995780 -0.598 -1.585 0.679
C 3.818161 6.443944 -2.384403 -0.805 -0.199 -0.527
H 1.188239 2.870226 -7.648615 -0.082 -0.080 -0.083
H -0.379963 2.605326 -6.883148 -0.204 -0.208 -0.480
H 0.611824 1.227988 -7.459522 0.062 -0.077 0.530
H 2.308957 2.029451 -5.635532 -0.019 -0.070 0.265
H 0.732785 1.457812 -4.984732 0.380 -0.214 0.080
H 2.845427 4.531022 -5.490373 -0.211 -0.256 -0.228
H 1.464523 5.473522 -4.917780 0.313 0.365 -0.484
H 1.251056 4.555488 -6.447617 0.473 0.302 0.049
H -0.645696 4.307232 -5.339263 -0.676 -0.815 -0.255
H -0.377165 4.855624 -3.839516 0.397 -0.486 0.929
H -0.988995 2.258978 -2.852629 0.074 0.145 -0.162
H -1.401951 1.984312 -4.617593 0.403 -0.357 0.275
H -2.244824 3.178730 -3.811345 -0.215 -0.097 0.691
H 2.913145 2.697937 -3.444032 -0.106 0.211 -0.780
H 1.343501 2.618075 -2.663851 -0.259 -0.243 -0.345
H 2.295021 4.208885 -1.472959 0.358 0.030 0.253
H 1.371117 5.229118 -2.516575 -0.255 0.004 -0.270
H 3.782081 6.462424 -1.295163 -0.364 -0.249 0.061
H 3.136581 7.161194 -2.841679 0.273 0.617 0.469
H 4.852467 6.664091 -2.648683 -0.190 -0.232 -0.347
N -0.788619 0.191631 1.409984 1.760 2.163 5.077
S -0.487766 -0.456447 0.130321 -1.566 -3.183 -11.157
O 0.265769 -1.696970 0.085390 -0.362 1.401 0.459
O -0.281724 0.493224 -1.003388 -0.260 -1.887 2.402
F -1.986529 -0.998663 -0.194009 0.384 0.317 0.444
S 0.766941 0.456515 1.850388 4.962 0.148 3.997
O 1.558158 1.313356 0.965786 -2.053 -0.791 1.131
O 1.555823 -0.658831 2.424386 -2.846 1.902 -1.442
F 0.450225 1.302127 3.174689 -0.312 -0.009 -1.102
```
Forces are in eV/Å.

Gap between HOMO and LUMO: 10.08 eV
Net charge: +4
2S+1: 1

Atom charges from the Löwdin analysis, given in e for atoms 1 to 99:
1. C -0.033
2. C -0.152
3. N -0.210
4. C 0.027
5. C -0.116
6. C -0.037
7. C -0.051
8. C -0.235
9. O -0.207
10. C -0.046
11. H 0.080
12. H 0.061
13. H 0.092
14. H 0.076
15. H 0.115
16. H 0.055
17. H 0.100
18. H 0.120
19. H 0.124
20. H 0.117
21. H 0.105
22. H 0.071
23. H 0.074
24. H 0.132
25. H 0.137
26. H 0.147
27. H 0.130
28. H 0.114
29. H 0.067
30. H 0.090
31. C -0.035
32. C -0.163
33. N -0.189
34. C 0.053
35. C -0.142
36. C -0.052
37. C -0.038
38. C -0.194
39. O -0.125
40. C -0.115
41. H 0.088
42. H 0.065
43. H 0.096
44. H 0.123
45. H 0.074
46. H 0.083
47. H 0.060
48. H 0.108
49. H 0.119
50. H 0.141
51. H 0.076
52. H 0.098
53. H 0.082
54. H 0.100
55. H 0.138
56. H 0.130
57. H 0.121
58. H 0.112
59. H 0.098
60. H 0.043
61. C -0.077
62. C -0.127
63. N -0.147
64. C 0.026
65. C -0.135
66. C -0.052
67. C -0.015
68. C -0.173
69. O -0.223
70. C -0.058
71. H 0.073
72. H 0.072
73. H 0.083
74. H 0.088
75. H 0.128
76. H 0.070
77. H 0.095
78. H 0.096
79. H 0.133
80. H 0.108
81. H 0.078
82. H 0.080
83. H 0.099
84. H 0.133
85. H 0.129
86. H 0.143
87. H 0.099
88. H 0.069
89. H 0.094
90. H 0.060
91. C -0.053
92. C -0.111
93. N -0.224
94. C 0.051
95. C -0.128
96. C -0.038
97. C -0.087
98. C -0.167
99. O -0.194


In order of appearance, energy relative to the best compared isomer or geometry (same formula, charge and spin) = 0.0; 111.4 kcal per mole.
In order of appearance, total energy = -5612.034026; -3584.242698 hartree.
In order of appearance, highest occupied orbital energy = -8.5; -17.6 eV.